# 1
# C26H30ClN6O6

4 unconnected molecules or ions with the total composition C26H30ClN6O6 in a non-equilibrium geometry (wB97M-V/def2-TZVPD, OMol25).

As for the total energy: -61176.8491 eV. As for the total charge: +1. Its lowest unoccupied orbital energy is -4.918 eV. The value obtained for the HOMO energy is -0.435 Ha.

Geometry (Å):
C (-2.74, -2.37, 4.15)
C (-2.92, -1.75, 3.11)
N (-2.70, -0.77, 2.06)
C (-1.82, -1.03, 1.11)
N (-1.09, -2.29, 1.13)
N (-1.52, -0.12, 0.02)
Cl (-2.93, 0.53, -0.72)
C (-0.48, 0.91, 0.34)
C (-0.62, 1.58, 1.78)
C (1.02, 0.34, 0.21)
C (1.31, 0.21, -1.39)
C (1.56, -1.34, -1.68)
H (-2.54, -2.86, 5.15)
H (-3.19, 0.13, 2.03)
H (-1.79, -2.96, 0.74)
H (-0.34, -2.27, 0.42)
H (-0.62, 1.75, -0.42)
H (-1.68, 1.90, 2.06)
H (-0.34, 0.77, 2.55)
H (0.11, 2.43, 1.96)
H (1.74, 1.03, 0.73)
H (1.02, -0.68, 0.70)
H (2.20, 0.87, -1.60)
H (0.42, 0.60, -1.96)
H (1.92, -1.50, -2.75)
H (0.56, -1.86, -1.55)
H (2.31, -1.75, -0.92)
C (-5.62, -2.54, 0.52)
C (-6.86, -1.95, 0.75)
C (-7.97, -2.74, 1.02)
C (-7.82, -4.12, 1.07)
C (-6.59, -4.72, 0.84)
C (-5.48, -3.92, 0.56)
N (-8.98, -4.96, 1.38)
O (-10.05, -4.40, 1.56)
O (-8.81, -6.17, 1.45)
H (-4.75, -1.91, 0.32)
H (-6.96, -0.87, 0.71)
H (-8.93, -2.27, 1.19)
H (-6.47, -5.80, 0.87)
H (-4.51, -4.38, 0.38)
C (0.46, 6.53, -2.42)
C (0.68, 5.16, -2.27)
C (1.29, 4.68, -1.12)
C (1.68, 5.57, -0.13)
C (1.47, 6.94, -0.28)
C (0.86, 7.41, -1.43)
N (2.30, 5.07, 1.10)
O (2.48, 3.86, 1.19)
O (2.60, 5.87, 1.96)
H (-0.02, 6.90, -3.32)
H (0.36, 4.47, -3.05)
H (1.45, 3.61, -1.01)
H (1.77, 7.64, 0.49)
H (0.69, 8.48, -1.55)
C (7.40, -2.83, -0.09)
C (6.26, -3.06, -0.86)
C (5.80, -2.09, -1.73)
C (6.49, -0.88, -1.83)
C (7.62, -0.64, -1.06)
C (8.08, -1.62, -0.19)
N (6.02, 0.14, -2.77)
O (5.01, -0.10, -3.42)
O (6.66, 1.17, -2.86)
H (7.76, -3.60, 0.59)
H (5.74, -4.01, -0.78)
H (4.92, -2.28, -2.32)
H (8.16, 0.30, -1.13)
H (8.96, -1.44, 0.41)

# 2
# C4H5ClF2O

C4H5ClF2O in the gas phase in a non-equilibrium geometry (wB97M-V/def2-TZVPD, OMol25).

As for the total energy: -24232.3832 eV. The energy relative to the best compared isomer or geometry (same formula, charge and spin) is 1.062 eV. Its SMILES is C[C@@]1(O)[C@@H](F)[C@]1(F)Cl. As for the total charge: 0. Its lowest unoccupied orbital energy is 0.671 eV. The value obtained for the HOMO energy is -0.377 Ha.

Geometry (Å):
C (-1.45, -0.38, -0.27)
C (0.02, -0.38, 0.11)
C (1.00, 0.38, -0.84)
C (0.71, 0.89, 0.56)
H (-2.05, -0.46, 0.63)
H (-1.64, 0.52, -0.83)
H (-1.77, -1.23, -0.91)
H (0.51, -1.56, 1.49)
H (1.90, -0.21, -1.09)
O (0.46, -1.63, 0.53)
F (0.48, 1.15, -1.83)
F (-0.06, 2.02, 0.60)
Cl (1.88, 0.89, 1.85)

# 3
# C3H3N3

C3H3N3 in the gas phase in a non-equilibrium geometry (wB97M-V/def2-TZVPD, OMol25).

As for the total energy: -7621.3412 eV. The energy relative to the best compared isomer or geometry (same formula, charge and spin) is 8.208 eV. As for the total charge: 0. Its lowest unoccupied orbital energy (alpha / beta) is -0.243 / -0.243 eV. The value obtained for the HOMO energy (alpha / beta) is -0.304 / -0.304 Ha.

Geometry (Å):
C (-0.65, -0.59, -0.21)
C (0.68, -0.25, -0.27)
C (1.40, 0.98, -0.29)
N (-0.81, 1.60, 0.24)
N (-1.36, 0.53, -0.05)
N (1.89, -0.32, 0.21)
H (-1.02, -1.59, -0.48)
H (-2.34, 0.32, -0.28)
H (2.21, -0.69, 1.12)